ORCA calculation (wB97M-V/def2-TZVPD) on a molecular structure, C15H45FNaO20P5 at a distorted geometry.

Summary:
Energy relative to the best compared isomer or geometry (same formula, charge and spin) = 0.000 eV
HOMO-LUMO gap = 9.21 eV
Maximum force = 2.763 eV Å⁻¹
Total energy = -110826.0101 eV
Lowest unoccupied orbital energy = 0.06 eV
E_HOMO = -9.2 eV

Last column: Löwdin charge in e.
Geometry (Å):
P 3.5984 -3.3919 0.3793  0.39
P 2.9843 -0.0558 -4.5260  0.38
P 1.3837 2.2665 3.9437  0.39
P -4.8591 1.2136 3.1884  0.38
P -2.7471 -0.0180 -4.6706  0.36
Na 1.9761 -0.3830 1.4110  0.50
F -0.1781 -0.3331 0.3537  -0.60
O -2.5525 1.2558 -5.6082  -0.21
O 2.1082 1.1319 3.3432  -0.24
O 2.6890 1.3003 -4.9899  -0.23
O 2.2012 3.2065 4.9226  -0.20
O 3.5467 -4.2344 1.7503  -0.21
O 2.3545 -4.0028 -0.4246  -0.21
O 3.5085 -1.9466 0.5464  -0.23
O -4.3309 -0.1588 -4.6196  -0.20
O -4.5632 2.8011 3.3124  -0.22
O 4.1680 -0.1695 -3.4548  -0.22
O 1.7798 -0.8540 -3.8705  -0.21
O 3.4541 -1.0673 -5.6801  -0.21
O -6.4570 1.0761 3.1451  -0.20
O -4.4819 0.9823 1.6710  -0.20
O -2.4000 0.5534 -3.2284  -0.23
O -2.0147 -1.2144 -5.1006  -0.22
O 4.8303 -3.9627 -0.4384  -0.21
O -4.1854 0.3526 4.1721  -0.23
O 0.1431 1.7400 4.8061  -0.21
O 0.7085 3.2970 2.9427  -0.21
C 3.9293 -5.6206 1.7757  -0.07
C 1.0650 -3.4210 -0.1566  -0.07
C -0.7486 2.6457 5.4578  -0.08
C -7.1072 0.8275 4.4001  -0.10
C -3.1211 0.7298 1.2899  -0.09
C -5.1194 1.0135 -4.4281  -0.10
C 0.7290 -0.2830 -3.0959  -0.08
C -4.7971 3.4168 4.5800  -0.11
C 2.9345 2.6033 5.9950  -0.08
C -2.5990 -0.2608 -2.0754  -0.10
C 4.7187 -0.8555 -6.2813  -0.11
C 6.1384 -3.8004 0.0874  -0.10
C 4.4009 -1.4316 -2.8215  -0.10
C -1.2635 1.6732 -6.0081  -0.10
C -0.0410 2.8551 1.8033  -0.06
H 0.8219 -0.3945 -2.0162  0.07
H 4.6128 -5.9343 0.9902  0.08
H 4.4070 -5.7419 2.7462  0.09
H 0.3585 1.9333 1.3807  0.06
H -1.2546 2.7638 -6.0647  0.09
H 5.1243 -1.2062 -2.0405  0.09
H 3.9929 2.7540 5.8021  0.09
H 0.2825 -4.1558 -0.3480  0.10
H 3.0231 -6.2213 1.7249  0.10
H -0.4682 1.4031 -5.3102  0.07
H -3.9199 3.9996 4.8606  0.08
H 0.9636 -3.0856 0.8719  0.08
H 2.7030 1.5532 6.1669  0.09
H -2.7163 1.5861 0.7426  0.09
H 6.1727 -3.2487 1.0295  0.10
H -1.7384 2.4484 5.0474  0.08
H -4.6691 1.6379 -3.6526  0.09
H -5.2461 1.6076 -5.3301  0.09
H -0.1012 3.6234 1.0366  0.10
H -0.4829 3.6995 5.3945  0.09
H 0.7464 0.8053 -3.2459  0.09
H 4.9933 -1.6089 -7.0114  0.09
H 5.5035 -0.9406 -5.5131  0.08
H 6.7729 -3.3353 -0.6659  0.09
H -0.9278 1.3406 -6.9917  0.09
H -0.2032 -0.6550 -3.5064  0.06
H 3.4836 -1.8352 -2.4008  0.07
H -1.8263 -0.0184 -1.3378  0.06
H -7.5348 -0.1704 4.3522  0.09
H -3.5420 -0.0957 -1.5510  0.08
H -6.0924 0.7092 -4.0474  0.09
H 2.6665 3.1299 6.9108  0.09
H -7.9190 1.5367 4.5739  0.09
H 4.8241 0.1758 -6.6204  0.09
H -6.4410 0.9554 5.2507  0.07
H -1.0667 2.6847 2.1427  0.08
H 4.8465 -2.1711 -3.4897  0.09
H -2.4792 0.6814 2.1698  0.08
H -0.7734 2.3757 6.5151  0.09
H -4.9723 2.6983 5.3819  0.08
H -2.4647 -1.3171 -2.3137  0.10
H 6.6296 -4.7503 0.3229  0.09
H -5.6535 4.0856 4.4931  0.09
H -3.0890 -0.1384 0.6429  0.07
H 0.8695 -2.6409 -0.8909  0.08



ORCA calculation (wB97M-V/def2-TZVPD) on 6 unconnected molecules or ions with the total composition C15H45N3O6 at a distorted geometry.

Summary:
Energy relative to the best compared isomer or geometry (same formula, charge and spin) = 0.197 eV
HOMO-LUMO gap = 9.48 eV
SMILES string = COC[C@H](C)N.COC[C@H](C)N.COC[C@H](C)N.CC(C)O.O.O
Maximum force = 3.328 eV Å⁻¹
Total energy = -33037.4725 eV
Lowest unoccupied orbital energy = 0.52 eV
E_HOMO = -9.0 eV

Last column: natural (NBO) charge in e.
Geometry (Å):
O 2.2047 2.1851 -0.6996  -0.56
O -0.6289 -0.0686 3.1700  -0.97
O -0.7302 -0.8707 0.4861  -0.99
O 3.7779 -1.2302 1.8766  -0.56
O -1.9244 1.6326 0.4111  -0.58
O -1.9706 -1.9017 -2.2196  -0.75
N 1.4501 -2.3267 3.6316  -0.82
N -5.4617 1.0082 -0.6158  -0.83
N -0.0774 3.5181 -3.3526  -0.84
C 2.1138 0.9549 0.1010  -0.25
C 1.1297 3.5458 -2.4854  -0.06
C 0.3901 -1.5610 -2.6316  -0.65
C -3.0411 1.5502 -0.4946  -0.06
C 5.0221 -0.7038 1.6747  -0.24
C 3.7888 -2.5484 2.5315  -0.09
C -0.8038 -2.5198 -2.6791  0.10
C -4.3627 1.1939 0.3041  -0.07
C -1.7275 2.8937 1.0817  -0.25
C 1.1383 2.2960 -1.5933  -0.05
C 2.2967 -3.1237 2.7695  -0.05
C -0.6055 -3.8656 -2.0004  -0.64
C 0.9855 4.8850 -1.7488  -0.62
C -4.1933 -0.1436 1.1137  -0.64
C 1.5391 -3.2945 1.4422  -0.63
H 0.0306 4.8707 -1.2233  0.19
H -2.4228 3.1926 1.8661  0.18
H 2.8106 1.0720 0.9309  0.20
H 1.7780 4.9516 -1.0034  0.21
H -3.1452 2.5047 -1.0104  0.18
H 0.2397 -4.4286 -2.3961  0.22
H 1.1784 -1.5303 3.0730  0.36
H 4.3078 -2.4819 3.4877  0.16
H -5.2374 0.1741 -1.1393  0.34
H -1.4754 -4.5123 -1.8858  0.22
H 2.0681 -3.8660 0.6796  0.21
H -1.2217 -1.3234 -0.1993  0.49
H 1.0987 1.4017 -2.2151  0.17
H -2.7364 -2.2791 -2.6587  0.48
H -3.7668 -0.9015 0.4566  0.20
H 1.0913 5.7741 -2.3703  0.21
H -0.7018 2.8811 1.4503  0.21
H 5.6193 -1.3974 1.0828  0.16
H -4.5724 2.0314 0.9695  0.19
H 2.3248 0.0255 -0.4281  0.18
H -1.0327 -2.6413 -3.7378  0.15
H -0.9839 0.0479 0.3965  0.50
H 0.5450 -3.6638 1.6942  0.22
H 2.0470 3.5555 -3.0741  0.19
H -0.2424 4.4303 -3.7536  0.35
H -3.6299 -0.0588 2.0429  0.23
H -6.3176 0.7816 -0.1298  0.36
H 5.4368 -0.6227 2.6794  0.16
H 1.4683 -2.3253 0.9486  0.22
H 2.4453 -4.1114 3.2061  0.18
H -0.2387 -3.6013 -1.0086  0.21
H 0.2293 2.3316 -0.9929  0.15
H -2.8592 0.7328 -1.1923  0.19
H 1.1370 0.9571 0.5847  0.18
H 1.3668 -1.9780 -2.8772  0.22
H -0.6635 -0.5640 2.3517  0.49
H -1.7043 3.7242 0.3761  0.16
H 4.4348 -3.2829 2.0507  0.17
H -0.9516 3.3619 -2.8716  0.35
H 2.1109 -1.8194 4.2026  0.35
H 5.0298 0.2228 1.1007  0.19
H 0.5636 -1.2655 -1.5968  0.23
H -5.1395 -0.4622 1.5512  0.20
H 0.3001 -0.7268 -3.3274  0.22
H -0.9282 -0.6861 3.8373  0.47



ORCA calculation (wB97M-V/def2-TZVPD) on a molecular structure, C15H45N8O6P2S3 at a distorted geometry.

Summary:
HOMO-LUMO gap = 6.09 eV
Maximum force = 7.890 eV Å⁻¹
Charge = -1
Total energy = -91570.1681 eV
Lowest unoccupied orbital energy = 0.44 eV
E_HOMO = -5.6 eV

Last column: Löwdin charge in e.
Geometry (Å):
S -3.1077 -7.5635 3.8322  0.58
S 0.9053 -6.0326 1.7583  0.66
S -2.5949 -8.6699 1.3092  0.53
P 2.0193 -1.2510 0.3778  0.75
P -1.4480 5.2322 -1.5403  0.75
O 1.0243 -2.3914 0.1208  -0.30
O -1.1419 -8.4990 1.0124  -0.41
O -3.3495 -7.9963 5.2583  -0.42
O -3.0927 -9.8561 0.5291  -0.41
O -4.2826 -6.6981 3.4418  -0.42
O -0.9192 3.7946 -1.6422  -0.31
N -2.1168 5.2664 -3.1383  -0.31
N -2.1383 6.8291 -1.1771  -0.27
N -3.4039 -7.3198 0.6558  -0.09
N 3.1779 -0.0030 0.8897  -0.28
N 0.1278 5.9517 -1.5679  -0.36
N -2.9603 -8.9826 2.9284  -0.34
N 3.2473 -1.9701 -0.6027  -0.36
N 1.1422 -0.0888 -0.5615  -0.30
C 3.4123 -1.6052 -1.9969  -0.14
C 3.4028 -3.4178 -0.4284  -0.15
C -1.4503 7.6688 -0.1759  -0.13
C -3.5313 6.6816 -0.6903  -0.14
C 1.1465 5.2529 -0.7844  -0.15
C -0.3138 -7.5461 3.8984  -0.30
C -0.2190 0.1891 -0.1003  -0.14
C 4.5469 -0.4319 1.2381  -0.13
C 1.6677 1.1137 -1.1850  -0.14
C 1.0355 -6.9493 3.3514  -0.54
C 0.7173 6.4582 -2.7932  -0.13
C -3.1449 4.2597 -3.4073  -0.14
C -2.4018 6.4405 -3.9455  -0.14
C -1.5348 -6.5654 3.8513  -0.26
C 2.6624 0.7086 2.0832  -0.14
H -0.5132 8.0657 -0.5587  0.07
H 0.6826 5.7240 -3.6064  0.09
H -3.5675 6.1559 0.2688  0.08
H 0.7264 4.8862 0.1551  0.07
H 3.3133 -3.6978 0.6233  0.06
H 1.7621 6.7411 -2.6408  0.08
H 4.1345 -2.2592 -2.4928  0.08
H -3.2840 -6.4907 1.2350  0.03
H -1.2525 7.1187 0.7480  0.09
H -4.1404 6.1159 -1.3991  0.06
H 2.6561 -3.9806 -0.9986  0.08
H -2.0572 8.5455 0.0702  0.08
H 1.5724 4.4016 -1.3267  0.07
H 3.3011 1.5574 2.3374  0.08
H -0.8458 0.5341 -0.9261  0.08
H 1.7096 -7.8315 3.1591  0.07
H 2.4706 -1.6587 -2.5555  0.09
H 0.2260 7.3816 -3.1051  0.06
H -1.5753 -5.9817 4.8030  0.10
H 2.5940 0.0424 2.9493  0.08
H -4.1385 4.6015 -3.0874  0.07
H 4.5433 -1.2648 1.9467  0.09
H 2.6198 0.9602 -1.6838  0.05
H -3.3376 6.9358 -3.6519  0.07
H -0.1386 -7.7830 4.9879  0.11
H 4.3978 -3.7384 -0.7531  0.08
H -4.3804 -7.5493 0.4900  0.06
H -0.2305 0.9573 0.6850  0.07
H -0.5114 -8.5386 3.4197  0.09
H 1.5945 -6.3187 4.0912  0.07
H -1.5814 -5.9142 2.9477  0.06
H 5.1056 0.3965 1.6851  0.08
H -4.0109 7.6562 -0.5795  0.08
H 1.7942 1.9364 -0.4677  0.07
H -2.9404 3.3216 -2.8912  0.07
H -0.7001 -0.7011 0.3057  0.07
H 1.9590 5.9360 -0.5182  0.08
H 0.9799 1.4634 -1.9607  0.08
H -2.5019 6.1526 -4.9964  0.08
H 5.1150 -0.7201 0.3568  0.07
H -3.1891 4.0255 -4.4739  0.08
H 3.8411 -0.6051 -2.0863  0.06
H 1.6650 1.1155 1.9010  0.06
H -1.6113 7.1835 -3.9170  0.05
H 0.6603 -6.8878 0.7120  -0.13